C6H10O in the gas phase, computed with ωB97M-V with the def2-TZVPD basis set.

Last column: natural (NBO) charge in e.
Element x y z (Å)
C (-2.359740, 0.092013, -0.071710)  -0.64
C (-0.860333, 0.141385, 0.018964)  0.06
C (-0.316257, 1.118342, 1.012840)  -0.66
C (-0.036184, -0.516652, -0.800294)  -0.24
C (1.310012, -1.024869, -0.349194)  -0.55
C (2.584244, -0.225152, -0.434098)  0.45
O (2.673736, 0.964481, -0.608747)  -0.52
H (-2.849454, 1.057069, 0.104469)  0.21
H (-2.704193, -0.580147, 0.730050)  0.22
H (-2.704201, -0.329743, -1.018959)  0.22
H (-0.418719, 2.013508, 0.389861)  0.24
H (0.755159, 1.052340, 1.213221)  0.23
H (-0.881721, 1.210754, 1.946226)  0.21
H (-0.398752, -0.859114, -1.766546)  0.20
H (1.485633, -1.988924, -0.840933)  0.23
H (1.228859, -1.279019, 0.721033)  0.24
H (3.491907, -0.846269, -0.246181)  0.10

Cartesian forces, eV/Å:
-0.05 0.04 -0.15
0.10 0.02 -0.18
0.05 0.02 0.06
-0.24 -0.19 0.11
0.03 0.01 -0.06
0.00 0.30 -0.05
-0.08 -0.43 -0.03
0.17 -0.08 -0.12
0.03 0.15 -0.18
0.04 0.06 0.06
-0.04 0.47 0.64
-0.16 -0.26 0.01
0.04 0.04 -0.22
-0.12 -0.42 0.27
0.14 0.09 0.05
0.16 0.00 -0.13
-0.06 0.18 -0.06

E_LUMO in eV: 0.91
Net charge: 0
Largest force on an atom in eV Å⁻¹: 0.8
ΔE to the lowest compared entry with this formula, charge and spin in eV: 0.9879
E in eV: -8430.2525
2S+1: 1
Frontier orbital gap in Ha: 0.3524
Molecular weight in g/mol: 98.14
E_HOMO in eV: -8.68